#one
The following is a quantum chemistry calculation of C3H3NO2 in the gas phase, from OMol25.

Each atom is followed by the atoms it is bonded to, with distances in Å.
Geometry (Å):
1 N 2.1929 -0.4824 -1.2579  C2 1.157
2 C 1.3471 -0.1908 -0.5235  N1 1.157, C3 1.475
3 C 0.2443 0.2011 0.3743  C2 1.475, O4 1.407, C5 1.527, H7 1.096
4 O -0.1986 1.5246 0.1976  C3 1.407, H8 0.968
5 C -0.9470 -0.7421 0.2195  C3 1.527, O6 1.201, H9 1.105
6 O -1.0094 -1.6355 -0.5813  C5 1.201
7 H 0.6037 0.1519 1.4084  C3 1.096
8 H -0.4496 1.6511 -0.7288  O4 0.968
9 H -1.7834 -0.4778 0.8916  C5 1.105

Summary:
SMILES: N#C[C@@H](O)C=O
2S+1: 1

***

#two
The following is a quantum chemistry calculation of C3H3NO2 in the gas phase, from OMol25.

Each atom is followed by the atoms it is bonded to, with distances in Å.
Geometry (Å):
1 O -0.4531 -1.9272 0.4451  C2 1.323, H7 1.074
2 C -0.0190 -0.7020 0.2007  O1 1.323, C3 1.410, N6 1.386
3 C -0.0776 0.0622 -0.9825  C2 1.410, C4 1.403, H8 1.115
4 C 0.1715 1.3097 -0.3900  C3 1.403, O5 1.261, H9 1.080
5 O 0.3196 1.3527 0.8614  C4 1.261, N6 1.351
6 N 0.0689 0.1077 1.3224  C2 1.386, O5 1.351
7 H -0.0402 -2.1796 1.4034  O1 1.074
8 H -0.0004 -0.3098 -2.0313  C3 1.115
9 H 0.0302 2.2863 -0.8293  C4 1.080

Summary:
SMILES: Oc1ccon1
2S+1: 1

***

We find #one to be the most stable, with the next structure 1.388 eV higher.

***

#one
The following is a quantum chemistry calculation of C3H3NO2 in the gas phase, from OMol25.

Each atom is followed by the atoms it is bonded to, with distances in Å.
Geometry (Å):
1 N 1.5308 -0.1891 -2.3041  C2 1.268
2 C 0.6579 -0.2324 -1.3861  N1 1.268, C3 1.562
3 C 0.1053 -0.5767 0.0342  C2 1.562, O4 1.392, C5 1.615, H7 1.174
4 O -1.0423 -1.2723 0.4027  C3 1.392, H8 1.134
5 C -0.1136 0.9538 0.5026  C3 1.615, O6 1.275, H9 1.020
6 O -1.2336 1.1879 1.0646  C5 1.275
7 H 1.0697 -1.0757 0.4800  C3 1.174
8 H -1.6415 -0.3980 0.8061  O4 1.134
9 H 0.6672 1.6025 0.4000  C5 1.020

Summary:
SMILES: N#C[C@H](O)C=O
2S+1: 1

***

#two
The following is a quantum chemistry calculation of C3H3NO2 in the gas phase, from OMol25.

Each atom is followed by the atoms it is bonded to, with distances in Å.
Geometry (Å):
1 N -1.7023 -1.5306 1.2417  C2 1.126
2 C -0.8315 -1.0507 0.7124  N1 1.126, C3 1.518
3 C 0.2299 -0.3265 -0.0960  C2 1.518, O4 1.357, C5 1.542, H7 1.108
4 O 1.3759 -0.3683 0.6286  C3 1.357, H8 0.970
5 C -0.3696 1.0267 -0.5271  C3 1.542, O6 1.217, H9 1.106
6 O 0.3496 1.9029 -0.9691  C5 1.217
7 H 0.2576 -0.9013 -1.0429  C3 1.108
8 H 2.1323 0.1543 0.3191  O4 0.970
9 H -1.4420 1.0936 -0.2666  C5 1.106

Summary:
SMILES: N#C[C@H](O)C=O
2S+1: 1

***

We find #two to be the most stable, with the next structure 1.701 eV higher.

***

#one
The following is a quantum chemistry calculation of 6 unconnected molecules or ions with the total composition C2H14O5, from OMol25.

Each atom is followed by the atoms it is bonded to, with distances in Å.
Geometry (Å):
1 C -1.2686 0.0117 3.9536  C2 1.356, H3 1.172, H4 1.126
2 C -0.9397 1.2421 4.4203  C1 1.356, H5 1.114, H6 1.156
3 H -2.0127 0.0738 3.0507  C1 1.172
4 H -0.4061 -0.7101 3.8985  C1 1.126
5 H -1.6515 2.0988 4.4174  C2 1.114
6 H 0.0925 1.4061 4.9132  C2 1.156
7 O 2.9047 4.2929 -1.1242  H8 0.947, H9 0.964
8 H 2.2206 3.7082 -1.4188  O7 0.947
9 H 3.1999 4.8376 -1.8625  O7 0.964
10 O 1.4613 0.9794 -3.1698  H11 0.945, H12 0.989
11 H 1.5322 0.6292 -4.0443  O10 0.945
12 H 2.2393 0.5356 -2.7499  O10 0.989
13 O -5.2941 -0.7049 0.8899  H14 1.045, H15 0.967
14 H -4.5428 -0.8721 0.1833  O13 1.045
15 H -5.1186 0.1821 1.2318  O13 0.967
16 O 3.2517 -4.2295 -2.5813  H17 0.965, H18 0.957
17 H 3.4445 -4.4499 -1.6615  O16 0.965
18 H 2.3450 -3.9461 -2.6965  O16 0.957
19 O -0.4401 -1.5803 -2.2560  H20 0.966, H21 0.913
20 H -1.1967 -1.9771 -1.8062  O19 0.966
21 H 0.1794 -1.5274 -1.5875  O19 0.913

Summary:
SMILES: C=C.O.O.O.O.O
2S+1: 1

***

#two
The following is a quantum chemistry calculation of 5 unconnected molecules or ions with the total composition C2H14O5, from OMol25.

Each atom is followed by the atoms it is bonded to, with distances in Å.
Geometry (Å):
1 C -2.8535 -0.1641 0.1273  C2 1.506, H4 1.091, H5 1.066, H6 1.071
2 C -1.6298 0.0650 -0.7203  C1 1.506, O3 1.421, H7 1.105, H8 1.079
3 O -1.0021 1.3074 -0.4332  C2 1.421, H9 0.973
4 H -3.5880 0.6240 -0.0480  C1 1.091
5 H -2.5486 -0.1571 1.1488  C1 1.066
6 H -3.2889 -1.1282 -0.0427  C1 1.071
7 H -0.8833 -0.7418 -0.6079  C2 1.105
8 H -1.8446 0.0551 -1.7780  C2 1.079
9 H -0.9396 1.3405 0.5376  O3 0.973
10 O 0.6012 0.6813 -2.7516  H11 0.968, H12 0.976
11 H 1.2737 1.3719 -2.8456  O10 0.968
12 H 0.2137 0.9283 -1.8906  O10 0.976
13 O 2.6763 -0.4821 1.8029  H14 0.957, H15 0.971
14 H 2.5770 -1.0970 1.0766  O13 0.957
15 H 2.5602 -1.0805 2.5581  O13 0.971
16 O 2.2814 -1.3471 -0.9019  H17 0.943, H18 0.956
17 H 2.1800 -0.7548 -1.6289  O16 0.943
18 H 3.1836 -1.6426 -1.0107  O16 0.956
19 O 0.1099 0.9456 2.2083  H20 0.963, H21 1.001
20 H -0.0836 0.7563 3.1322  O19 0.963
21 H 1.0050 0.5199 2.0678  O19 1.001

Summary:
SMILES: CCO.O.O.O.O
2S+1: 1

***

We find #two to be the most stable, with the next structure 2.564 eV higher.

***

#one
The following is a quantum chemistry calculation of C4H7NO in the gas phase, from OMol25.

Each atom is followed by the atoms it is bonded to, with distances in Å.
Geometry (Å):
1 C -0.5502 -1.4402 0.0794  C2 1.519, H7 1.096, H8 1.088, H9 1.093
2 C -0.0101 -0.0221 0.0157  C1 1.519, C3 1.510, C5 1.506, N6 1.471
3 C -0.9315 0.8818 -0.7673  C2 1.510, O4 1.206, H10 1.111
4 O -1.8382 0.4581 -1.4405  C3 1.206
5 C 0.9141 0.7103 0.9524  C2 1.506, N6 1.444, H11 1.094, H12 1.088
6 N 1.4426 0.0365 -0.2099  C2 1.471, C5 1.444, H13 1.013
7 H -0.9386 -1.6796 -0.9170  C1 1.096
8 H 0.2621 -2.1314 0.2962  C1 1.088
9 H -1.3790 -1.6042 0.7733  C1 1.093
10 H -0.7821 1.9788 -0.6786  C3 1.111
11 H 0.8897 1.8033 0.9093  C5 1.094
12 H 1.1977 0.3359 1.9336  C5 1.088
13 H 1.7236 0.6727 -0.9468  N6 1.013

Summary:
SMILES: C[C@@]1(C=O)CN1
2S+1: 1

***

#two
The following is a quantum chemistry calculation of C4H7NO in the gas phase, from OMol25.

Each atom is followed by the atoms it is bonded to, with distances in Å.
Geometry (Å):
1 C -1.4004 -1.3345 0.6416  C2 1.317, H7 1.076, H8 1.084
2 C -0.3549 -0.5382 0.7210  C1 1.317, N3 1.428, H9 1.096
3 N 0.1508 0.0643 -0.4706  C2 1.428, C4 1.461, C5 1.389
4 C 0.0629 1.5175 -0.3513  N3 1.461, H10 1.096, H11 1.092, H12 1.095
5 C 1.3950 -0.4960 -0.7310  N3 1.389, O6 1.206, H13 1.107
6 O 2.4420 0.1031 -0.7445  C5 1.206
7 H -1.9830 -1.5825 1.5112  C1 1.076
8 H -1.7080 -1.6782 -0.3391  C1 1.084
9 H 0.1154 -0.1946 1.6491  C2 1.096
10 H -0.8897 1.7628 0.1321  C4 1.096
11 H 0.0672 1.9725 -1.3438  C4 1.092
12 H 0.8889 1.9191 0.2442  C4 1.095
13 H 1.2972 -1.5810 -0.9255  C5 1.107

Summary:
SMILES: C=CN(C)C=O
2S+1: 1

***

#three
The following is a quantum chemistry calculation of C4H7NO in the gas phase, from OMol25.

Each atom is followed by the atoms it is bonded to, with distances in Å.
Geometry (Å):
1 C 1.2227 -1.2658 -0.0848  C2 1.534, H7 1.094, H8 1.100, H9 1.093
2 C -0.2523 -0.9251 0.1606  C1 1.534, O3 1.441, H10 1.093, H11 1.098
3 O -0.5227 0.2321 0.9751  C2 1.441, C4 1.408
4 C -1.1140 1.3360 0.3318  O3 1.408, C5 1.472, H12 1.100, H13 1.105
5 C -0.0621 1.9449 -0.4991  C4 1.472, N6 1.156
6 N 0.8733 2.2581 -1.1014  C5 1.156
7 H 1.7937 -1.3409 0.8453  C1 1.094
8 H 1.2709 -2.2526 -0.5678  C1 1.100
9 H 1.7284 -0.5627 -0.7517  C1 1.093
10 H -0.7138 -1.7522 0.7061  C2 1.093
11 H -0.7626 -0.8332 -0.8071  C2 1.098
12 H -1.4627 2.0633 1.0802  C4 1.100
13 H -1.9986 1.0980 -0.2871  C4 1.105

Summary:
SMILES: CCOCC#N
2S+1: 1

***

#four
The following is a quantum chemistry calculation of C4H7NO in the gas phase, from OMol25.

Each atom is followed by the atoms it is bonded to, with distances in Å.
Geometry (Å):
1 O 2.3473 0.9217 -0.4646  C2 1.218
2 C 1.2416 0.4579 -0.2520  O1 1.218, C3 1.514, N6 1.347
3 C 0.7243 -0.9642 -0.2223  C2 1.514, C4 1.539, H7 1.095, H8 1.090
4 C -0.6875 -0.8249 0.3750  C3 1.539, C5 1.559, H9 1.095, H10 1.095
5 C -1.1045 0.6538 0.1083  C4 1.559, N6 1.466, H11 1.101, H12 1.098
6 N 0.2086 1.2917 -0.0217  C2 1.347, C5 1.466, H13 1.019
7 H 0.7073 -1.3337 -1.2530  C3 1.095
8 H 1.3969 -1.5992 0.3551  C3 1.090
9 H -1.3958 -1.5468 -0.0449  C4 1.095
10 H -0.6562 -1.0146 1.4531  C4 1.095
11 H -1.7223 0.7221 -0.8004  C5 1.101
12 H -1.7143 1.0403 0.9354  C5 1.098
13 H 0.6547 2.1959 -0.1681  N6 1.019

Summary:
SMILES: O=C1CCCN1
2S+1: 1

***

We find #four to be the most stable, with the next structure 1.347 eV higher.